Computed, not measured: C24H34NO5P2Re as an isolated structure in a non-equilibrium geometry, with ωB97M-V/def2-TZVPD.

Each line ends with the Löwdin spin population.
Positions of all 67 atoms, in Å:
Re  0.252  -0.276  -0.574  1.5199
P  -1.766  -0.163  -1.542  0.0785
P  2.362  0.230  0.227  0.0382
O  0.161  -1.416  2.467  0.0065
O  -1.650  2.337  2.441  0.0007
O  -0.277  0.441  -5.922  0.0005
O  -0.758  0.261  1.271  0.0187
O  1.214  -2.019  -3.684  0.0001
N  0.277  1.918  -0.946  0.1195
C  -1.441  0.231  5.998  0.0000
C  -2.011  2.240  4.777  0.0000
C  1.239  4.070  -0.729  0.1477
C  -2.317  -1.472  -2.709  0.0202
C  -0.724  2.424  -1.782  0.0340
C  -0.520  3.730  -2.303  0.1373
C  0.396  -5.140  -0.055  0.0750
C  0.287  -2.341  -0.519  0.0429
C  2.974  -0.452  1.810  0.0124
C  2.223  2.023  0.553  0.0014
C  1.432  -3.104  -0.885  0.0723
C  -1.581  1.628  3.583  0.0002
C  -1.022  -0.379  4.815  0.0001
C  -1.942  1.545  5.984  0.0001
C  -0.745  -4.411  0.308  -0.0057
C  0.385  4.572  -1.710  0.0085
C  -1.088  0.288  3.597  -0.0004
C  -3.314  0.145  -0.564  0.0360
C  1.481  -4.479  -0.643  -0.0077
C  -1.871  1.643  -1.965  0.4717
C  3.882  0.168  -0.782  0.0008
C  1.241  2.699  -0.426  0.0263
C  -0.516  -0.383  2.402  0.0063
C  -0.805  -3.033  0.077  0.0797
H  1.830  2.207  1.570  -0.0008
H  -2.534  1.972  -2.825  0.0171
H  2.382  -5.037  -0.909  -0.0018
H  2.298  -2.595  -1.314  0.0028
H  -3.670  -0.634  0.117  0.0055
H  -2.662  -2.367  -2.160  0.0012
H  -0.627  -1.397  4.815  0.0000
H  -0.865  1.127  -5.691  0.0001
H  -3.150  -1.054  -3.289  0.0013
H  -1.701  -2.470  0.367  0.0033
H  3.959  -0.031  2.067  0.0014
H  2.264  -0.245  2.621  0.0000
H  -1.601  -4.914  0.775  -0.0013
H  0.438  -6.216  0.122  0.0040
H  -2.407  3.253  4.740  0.0000
H  0.300  -2.519  -3.597  0.0001
H  -4.083  0.351  -1.323  -0.0002
H  1.944  4.692  -0.177  0.0070
H  -2.280  2.015  6.912  0.0000
H  -1.065  4.023  -3.189  0.0054
H  0.486  5.618  -2.007  -0.0019
H  -1.380  -0.323  6.941  0.0000
H  -1.540  -1.778  -3.428  -0.0001
H  1.300  -1.402  -4.417  0.0001
H  0.682  -0.870  -2.186  0.0073
H  4.700  0.728  -0.303  0.0002
H  1.364  -0.184  -1.971  -0.0002
H  4.190  -0.878  -0.909  0.0001
H  3.201  2.534  0.497  -0.0004
H  -3.172  1.076  0.001  0.0085
H  3.678  0.609  -1.765  -0.0003
H  3.045  -1.542  1.696  -0.0001
H  0.551  1.014  -6.074  0.0000
H  -1.333  1.711  1.719  0.0002

Results
net charge = +1
multiplicity = 4
LUMO level (spin up / spin down) = -0.1041 / -0.1931 Eh
F_max = 3.9 eV Å⁻¹
Kohn-Sham gap (spin up / spin down) = 7.427 / 5.005 eV
electronic energy = -57867.40199 eV